[1]
72
Properties=species:S:1:pos:R:3:forces:R:3 method="wB97M-V/def2-TZVPD" multiplicity=3 total_charge=-1 gap_ev="6.8 / 6.0"
C 6.468 2.062 4.853 0.887 0.366 -0.168
C 5.976 3.357 3.932 -1.065 -0.243 0.210
C 4.462 3.907 4.375 1.020 0.314 0.134
In 3.031 2.161 3.888 1.070 0.223 -0.341
Cl 1.128 2.165 5.475 0.068 -0.028 -0.087
H 7.209 2.376 5.721 -1.491 -0.415 -1.748
H 7.086 1.352 4.132 -1.371 1.220 1.663
H 5.583 1.481 5.354 1.682 1.171 -1.267
H 6.763 4.254 3.956 -1.463 -2.121 -0.181
H 5.829 2.932 2.827 0.629 1.134 2.230
H 4.200 4.852 3.735 0.493 -1.656 1.161
H 4.415 4.209 5.505 0.309 -0.478 -2.001
H 3.941 0.583 4.072 -0.530 0.457 0.056
H 2.588 2.341 2.158 -0.235 -0.002 0.352
C -3.761 -2.189 2.061 0.228 -0.103 0.269
C -3.607 -0.838 1.308 -0.840 -1.532 -0.578
C -2.354 -0.922 0.399 0.164 0.236 0.177
C -1.053 -0.934 1.204 0.004 -0.195 -0.024
C -0.974 0.236 2.173 -0.270 0.337 -0.438
C -2.256 0.485 3.026 1.115 0.186 1.945
N -3.531 0.322 2.259 0.787 3.576 -3.484
O -3.722 1.497 1.508 -0.030 -3.081 2.118
C -2.292 -0.463 4.250 0.073 -0.293 0.114
C -2.102 1.905 3.679 -0.442 -0.093 -0.638
C -4.903 -0.788 0.432 0.155 0.692 0.147
H -4.130 -2.975 1.388 -0.003 0.376 -0.072
H -2.824 -2.584 2.457 -0.109 0.198 0.033
H -4.478 -2.111 2.885 0.111 0.088 -0.089
H -2.332 -0.078 -0.303 -0.154 0.044 0.194
H -2.394 -1.828 -0.222 -0.234 0.073 0.167
H -0.944 -1.876 1.751 -0.105 -0.010 -0.057
H -0.202 -0.893 0.513 -0.140 0.002 0.121
H -0.110 0.094 2.831 -0.252 0.178 0.125
H -0.753 1.139 1.577 -0.224 -0.124 0.291
H -3.231 -0.345 4.804 0.060 0.010 -0.165
H -1.479 -0.241 4.952 -0.099 0.195 -0.334
H -2.177 -1.515 4.000 -0.080 -0.014 -0.083
H -1.899 2.685 2.937 -0.200 -0.237 0.039
H -1.260 1.925 4.382 -0.136 -0.337 -0.273
H -3.003 2.185 4.236 0.014 -0.103 -0.148
H -5.796 -0.933 1.054 0.202 0.051 -0.035
H -4.893 -1.584 -0.323 0.238 -0.019 0.322
H -5.032 0.149 -0.118 0.211 -0.027 0.274
C 1.225 -2.382 -5.452 0.034 0.281 -0.227
C 0.482 -2.255 -4.093 0.378 -1.559 -0.993
C -1.041 -2.170 -4.371 -0.017 0.287 0.170
C -1.438 -0.844 -5.023 0.048 -0.118 -0.207
C -0.939 0.353 -4.227 -0.149 -0.331 0.547
C 0.552 0.279 -3.776 0.490 1.964 -0.691
N 0.972 -1.076 -3.301 -3.230 -0.382 3.814
O 0.497 -1.226 -1.984 1.674 0.273 -3.352
C 1.495 0.713 -4.925 0.063 -0.054 -0.325
C 0.760 1.406 -2.701 -0.119 -0.825 0.318
C 0.824 -3.610 -3.391 -0.077 0.479 0.558
H 1.104 -3.389 -5.874 -0.074 0.126 0.367
H 0.848 -1.712 -6.227 0.086 0.044 0.175
H 2.301 -2.209 -5.340 -0.162 0.031 0.065
H -1.608 -2.294 -3.440 0.261 0.059 0.031
H -1.354 -2.994 -5.026 0.300 0.032 0.121
H -1.063 -0.789 -6.051 0.030 -0.101 0.054
H -2.531 -0.796 -5.105 0.150 0.022 0.013
H -1.107 1.263 -4.813 0.258 -0.001 0.144
H -1.584 0.444 -3.337 0.381 -0.025 -0.078
H 2.544 0.584 -4.636 -0.198 -0.060 0.021
H 1.361 1.773 -5.174 -0.129 -0.211 0.261
H 1.333 0.176 -5.858 0.011 -0.107 0.047
H 0.039 1.335 -1.879 0.231 -0.195 -0.124
H 0.625 2.400 -3.143 0.004 -0.362 -0.224
H 1.770 1.367 -2.278 -0.182 -0.079 -0.058
H 1.910 -3.773 -3.371 -0.202 0.131 -0.011
H 0.373 -4.453 -3.930 0.049 0.367 -0.171
H 0.461 -3.682 -2.361 0.045 0.299 -0.173

[2]
78
Properties=species:S:1:pos:R:3:forces:R:3 method="wB97M-V/def2-TZVPD" total_charge=-1 gap_ev=6.3
C 1.270 -2.387 4.571 -4.727 5.056 0.206
C 0.470 -1.362 4.842 3.274 -4.843 -1.942
C -0.591 -0.121 4.952 1.334 -1.824 -0.182
C -0.106 0.982 3.885 0.707 0.802 1.195
C -1.223 2.050 3.415 0.809 1.232 0.113
Nb -2.847 1.188 2.018 0.857 -2.921 0.846
C -4.382 0.366 0.571 -1.777 -0.037 -0.729
C -5.140 -1.000 0.939 -0.723 -0.592 -1.984
C -4.244 -2.319 1.110 -0.771 -0.540 0.328
F -6.172 -0.864 1.991 2.097 -0.168 -1.383
O -1.717 -0.558 1.988 -0.853 2.475 -2.155
C -1.209 -0.954 0.694 1.234 -2.276 -0.260
C 0.425 -0.840 0.557 -0.730 -1.254 -0.661
C 0.861 -1.112 -0.992 0.183 0.322 0.662
P -1.517 2.287 0.086 -1.069 -0.358 -3.339
O -2.127 1.931 -1.336 0.838 0.377 2.503
P -4.046 3.453 2.269 1.122 0.247 -1.502
C -2.805 4.917 2.287 -0.163 1.646 -0.545
C -5.150 3.845 0.751 -1.045 1.032 0.968
C -5.859 5.293 1.099 -1.031 -0.825 -0.421
C -4.053 0.554 3.898 -0.289 0.930 1.969
F -5.379 1.192 3.883 2.438 -2.368 0.526
F -3.474 1.072 5.152 -1.500 -1.389 -2.013
F -4.107 -0.873 4.073 -0.696 2.852 0.176
H 1.690 -3.277 3.956 -0.814 2.126 1.751
H -1.620 -0.600 4.690 1.908 0.995 0.586
H -0.536 0.230 6.051 -0.411 -0.392 -1.916
H 0.720 1.611 4.428 -1.254 -1.208 -0.860
H 0.441 0.436 3.039 -1.240 0.934 1.083
H -1.667 2.674 4.295 0.928 -1.234 -1.269
H -0.622 2.841 2.791 -0.910 -1.224 1.017
H -3.833 0.162 -0.443 -0.779 0.361 1.741
H -5.231 1.114 0.274 1.481 -1.303 0.469
H -5.792 -1.229 -0.010 0.995 0.316 1.755
H -3.581 -2.470 0.166 -1.262 0.421 1.639
H -4.988 -3.217 1.182 1.335 1.541 -0.224
H -3.590 -2.369 2.048 -0.905 0.419 -1.407
H -1.763 -0.537 -0.223 0.874 -0.067 1.408
H -1.390 -2.112 0.637 0.247 1.923 -0.037
H 0.833 -1.753 1.155 -0.476 1.995 -0.605
H 0.844 0.160 0.923 -0.675 -1.555 -0.449
H 0.143 -0.539 -1.682 1.212 -0.799 0.862
H 0.847 -2.244 -1.264 0.012 2.075 0.520
H 1.951 -0.708 -1.106 -1.981 -0.826 -0.085
H -1.508 3.725 0.140 0.602 -0.435 0.311
H -0.142 1.872 0.027 -0.102 0.645 0.328
H -3.062 5.637 1.401 0.408 -1.323 1.463
H -2.945 5.580 3.239 0.468 -1.397 -1.583
H -1.713 4.608 2.123 -1.669 0.409 0.578
H -6.028 3.085 0.787 1.810 1.080 -0.333
H -4.585 3.857 -0.248 -0.949 -0.147 1.457
H -5.955 5.452 2.250 0.480 -0.160 -2.099
H -5.359 6.173 0.558 -0.729 -1.273 1.032
H -6.960 5.189 0.726 1.894 0.538 0.483
C 5.899 0.222 -5.493 -0.117 -0.172 -0.163
O 6.205 -1.144 -5.725 0.292 0.300 0.231
C 7.277 -1.630 -4.912 -0.195 -0.588 -0.014
C 6.757 -2.626 -3.872 -0.177 0.620 -0.055
N 5.957 -1.955 -2.847 0.110 -0.262 -0.112
C 5.223 -2.875 -1.973 -0.201 0.271 -0.127
C 4.148 -3.764 -2.623 -0.153 0.078 0.479
O 3.020 -3.045 -3.112 0.441 -0.323 -0.190
C 3.181 -2.510 -4.416 -0.317 0.144 0.195
H 5.201 0.548 -6.267 0.056 -0.122 0.034
H 5.417 0.353 -4.521 0.079 0.195 0.073
H 6.797 0.845 -5.553 -0.049 0.000 0.082
H 7.839 -0.816 -4.441 -0.213 0.018 0.034
H 7.963 -2.158 -5.581 0.011 0.000 0.006
H 7.606 -3.127 -3.396 -0.032 0.013 0.018
H 6.167 -3.380 -4.404 0.147 -0.137 -0.163
H 5.287 -1.342 -3.297 0.109 -0.074 0.051
H 4.732 -2.256 -1.215 -0.025 -0.151 -0.034
H 5.942 -3.510 -1.443 -0.017 -0.022 -0.110
H 3.759 -4.422 -1.838 -0.011 0.090 -0.040
H 4.555 -4.428 -3.393 0.033 0.138 -0.149
H 3.818 -3.134 -5.050 0.081 0.051 0.077
H 3.578 -1.494 -4.359 0.121 -0.011 -0.223
H 2.195 -2.444 -4.881 0.009 -0.065 0.109

[3]
72
Properties=species:S:1:pos:R:3:forces:R:3 method="wB97M-V/def2-TZVPD" multiplicity=5 total_charge=+3 gap_ev="8.1 / 3.6"
Ir 0.252 0.127 -1.467 0.552 -1.783 -0.024
P 1.805 0.965 -0.054 1.273 1.468 1.247
P -1.604 1.276 -0.800 -0.878 0.861 0.378
P 0.761 1.437 -3.261 0.137 2.049 -0.730
H -0.657 -1.538 0.655 0.185 0.035 -0.743
C -0.454 -1.755 -0.416 0.866 -0.852 0.217
C 0.873 -2.037 -0.861 -1.906 -0.464 0.391
H 1.707 -2.046 -0.163 -0.091 0.272 -0.169
C 1.772 0.279 1.632 0.081 -0.523 -0.072
C 1.688 2.752 0.321 0.286 0.103 -0.125
C 3.468 0.692 -0.763 0.073 -0.203 0.010
C -3.124 0.443 -1.342 -0.224 0.089 -0.132
C -1.643 1.308 1.028 -0.021 -0.112 0.079
C -1.700 3.030 -1.293 -0.113 0.034 -0.077
C 1.991 0.645 -4.348 0.028 0.104 -0.032
C 1.479 3.115 -3.003 0.113 -0.241 -0.150
C -0.587 1.946 -4.411 -0.391 -0.095 -0.290
H -1.286 -2.207 -0.978 0.337 0.333 0.230
H 0.976 -2.720 -1.729 0.078 0.771 0.518
H 1.508 -0.785 1.616 0.160 0.191 0.150
H 0.998 0.779 2.230 0.363 -0.082 -0.162
H 2.771 0.404 2.085 -0.444 0.016 -0.067
H 0.746 2.990 0.829 0.317 -0.128 -0.036
H 1.750 3.373 -0.577 0.077 -0.186 0.310
H 2.528 3.011 0.984 -0.267 -0.003 -0.117
H 3.524 -0.298 -1.232 -0.006 0.153 0.201
H 4.223 0.746 0.033 -0.125 0.096 -0.223
H 3.690 1.433 -1.543 -0.078 -0.086 0.322
H -3.969 1.143 -1.311 0.126 -0.186 0.076
H -3.328 -0.411 -0.685 0.041 0.188 -0.105
H -3.014 0.072 -2.370 -0.108 0.211 0.330
H -2.488 1.922 1.374 0.125 -0.131 -0.180
H -0.719 1.745 1.422 -0.321 -0.025 -0.131
H -1.734 0.297 1.448 -0.003 0.163 -0.128
H -2.526 3.529 -0.761 0.214 -0.201 -0.217
H -1.850 3.134 -2.377 -0.099 -0.070 0.344
H -0.766 3.548 -1.041 -0.264 -0.200 0.117
H 1.973 1.156 -5.308 0.061 0.098 -0.107
H 1.801 -0.415 -4.518 -0.053 0.061 0.037
H 2.994 0.757 -3.937 0.016 -0.063 0.114
H 1.633 3.562 -3.996 0.001 -0.146 0.238
H 2.451 3.067 -2.496 -0.312 0.113 -0.123
H 0.766 3.749 -2.455 0.372 -0.237 -0.191
H -0.340 1.601 -5.417 0.026 -0.071 -0.005
H -0.649 3.039 -4.481 0.076 -0.234 0.212
H -1.586 1.561 -4.182 0.230 0.111 0.125
C -0.921 -2.257 -5.189 -0.252 -0.774 -0.046
C -1.913 -2.395 -6.201 -0.231 -0.746 -0.871
C -1.825 -3.433 -7.139 -0.392 1.033 0.623
C -0.776 -4.374 -7.086 -0.186 0.379 0.168
C 0.226 -4.227 -6.096 0.238 0.532 0.735
C 0.157 -3.202 -5.153 0.430 -0.560 -0.077
S -1.214 -1.122 -3.971 -0.028 -1.053 -0.959
H 0.701 -0.745 -2.714 -0.002 -0.247 -0.210
H -2.757 -1.705 -6.164 0.126 -0.248 -0.404
H -2.603 -3.496 -7.897 0.185 -0.131 0.146
H -0.763 -5.221 -7.784 0.099 0.444 0.302
H 1.053 -4.942 -6.064 -0.311 0.270 0.091
H 0.878 -3.132 -4.324 -0.221 -0.132 -0.648
C -0.929 -2.020 5.283 0.133 0.284 -0.425
C -0.637 -3.298 4.467 -0.192 0.049 -0.240
C -0.632 -2.853 2.996 0.016 -0.115 -0.557
O -0.882 -1.436 2.918 0.183 -0.337 0.186
C -1.239 -0.945 4.217 -0.286 0.398 0.390
H -1.803 -2.162 5.925 0.336 0.072 0.014
H -0.068 -1.709 5.888 -0.311 -0.209 -0.100
H -1.435 -4.031 4.621 0.276 0.040 0.016
H 0.321 -3.755 4.729 -0.243 0.064 0.056
H 0.333 -3.032 2.500 -0.042 -0.047 0.186
H -1.395 -3.360 2.385 0.083 -0.014 0.302
H -2.308 -0.686 4.231 0.187 -0.067 -0.098
H -0.666 -0.025 4.372 -0.103 -0.084 0.110

Number 1: electronic energy -1737.2858 Ha. Number 2: electronic energy -2321.6358 Ha. Number 3: electronic energy -2427.8966 Ha.